Density functional theory data (the ωB97M-V functional and the def2-TZVPD basis) for C7H8BeO5 as an isolated structure in a non-equilibrium geometry.

Last column: Mulliken charge in e.
Atoms and positions in Å:
1 O 2.444 -0.815 -1.167  -0.13
2 O -2.731 1.585 -0.122  -0.12
3 O 0.169 -1.071 1.908  -0.45
4 O -2.025 -0.294 -3.309  -0.06
5 O -1.781 -2.751 -0.326  -0.11
6 C -1.739 1.046 -0.301  0.31
7 C 0.824 2.292 -0.450  -0.70
8 C 1.377 -0.438 -0.971  0.44
9 C 0.772 -2.047 2.753  -0.63
10 C 0.319 2.296 -1.676  -0.60
11 C -1.171 -1.779 -0.228  0.31
12 C -1.310 -0.308 -2.411  0.25
13 Be -0.312 0.055 -0.714  0.76
14 H 1.841 1.925 -0.234  0.40
15 H -0.666 2.733 -1.914  0.41
16 H 1.426 -1.559 3.517  0.32
17 H 0.046 -2.668 3.311  0.28
18 H -0.042 -0.250 2.427  0.29
19 H 0.896 1.977 -2.558  0.38
20 H 1.370 -2.666 2.056  0.25
21 H 0.294 2.736 0.410  0.39

Computed properties:
energy above the lowest of the compared OMol25 structures with the same formula, charge and spin	0.00	kJ/mol
total charge	+2
HOMO	-0.65587	Ha
max |F|	5.59	eV/Å
electronic energy	-661.75957	Ha